This record from the OMol25 dataset describes a structure of composition C22H30OPtS5 in a non-equilibrium geometry. The level of theory is ωB97M-V/def2-TZVPD.

Structure (XYZ):
```
59
C22H30OPtS5 ωB97M-V/def2-TZVPD
Pt -0.145 -1.239 -0.799
C -0.835 -4.381 -0.534
C -0.910 -4.065 0.946
S -0.210 -2.449 1.466
C 1.582 -2.805 1.650
C 2.415 -2.984 0.392
S 2.408 -1.508 -0.712
C 2.426 -2.315 -2.370
C 1.904 -1.413 -3.477
S 0.183 -0.792 -3.311
C -0.803 -2.161 -4.033
C -0.950 -3.421 -3.198
S -1.678 -3.083 -1.539
H -1.352 -5.325 -0.720
H 0.196 -4.476 -0.873
H -0.404 -4.842 1.520
H -1.950 -4.027 1.270
H 1.663 -3.703 2.264
H 1.957 -1.962 2.231
H 2.096 -3.848 -0.186
H 3.453 -3.136 0.692
H 1.855 -3.240 -2.302
H 3.464 -2.562 -2.592
H 1.961 -1.941 -4.429
H 2.521 -0.516 -3.549
H -0.354 -2.413 -4.994
H -1.782 -1.716 -4.222
H 0.001 -3.938 -3.067
H -1.640 -4.093 -3.712
O 0.058 0.955 -0.094
S 0.786 1.658 1.011
C -0.499 2.517 2.004
C -1.110 1.642 3.060
C -0.635 0.368 3.334
C -1.179 -0.379 4.365
C -2.186 0.154 5.156
C -2.664 1.430 4.889
C -2.140 2.162 3.842
C 1.569 3.152 0.200
C 0.648 4.009 -0.589
C 0.100 5.169 -0.038
C -0.678 6.008 -0.812
C -0.932 5.694 -2.141
C -0.413 4.526 -2.688
C 0.364 3.685 -1.917
H -1.251 2.922 1.325
H 0.028 3.336 2.496
H 0.171 -0.044 2.736
H -0.807 -1.374 4.557
H -2.596 -0.417 5.976
H -3.437 1.856 5.508
H -2.510 3.154 3.628
H 2.338 2.710 -0.432
H 2.036 3.688 1.025
H 0.319 5.438 0.985
H -1.084 6.910 -0.384
H -1.528 6.357 -2.746
H -0.614 4.283 -3.720
H 0.776 2.783 -2.346
```

Results
LUMO energy (spin up / spin down) ... -0.1832 / -0.2978 Eh
Orbital gap (spin up / spin down) ... 8.57 / 5.47 eV
⟨S²⟩ ... 2.010
Energy ... -3041.2387 hartree
Charge ... +2
Multiplicity ... 3

Löwdin atomic charge list, values in e, 8 entries: 0.6230 -0.4729 -0.4636 0.8689 -0.4564 -0.4530 0.9118 -0.4710

=====

This record from the OMol25 dataset describes a structure of composition C23H54B2MgO11S5 in a non-equilibrium geometry. The level of theory is ωB97M-V/def2-TZVPD.

Structure (XYZ):
```
96
C23H54B2MgO11S5 ωB97M-V/def2-TZVPD
Mg 0.559 -1.949 -1.287
B 2.658 -3.640 -1.907
H 2.673 -2.928 -2.718
H 3.449 -4.373 -1.931
H 2.734 -3.078 -0.990
H 1.739 -4.205 -1.881
B 0.453 0.487 -0.037
H 1.040 -0.076 0.671
H -0.521 0.025 -0.094
H 0.428 1.547 0.166
H 1.043 0.362 -0.931
C 8.784 0.764 2.031
C 7.676 1.335 1.161
O 7.940 2.303 0.482
C 6.410 0.585 1.158
H 9.590 0.503 1.345
H 8.507 -0.095 2.642
H 9.096 1.469 2.802
H 6.410 -0.301 0.524
H 5.535 1.135 0.811
H 6.274 0.190 2.165
C 2.128 5.955 -0.162
C 2.686 5.979 1.272
C 2.229 7.188 2.027
S 0.423 7.306 1.633
O 0.147 8.699 1.313
O -0.290 6.545 2.653
C 0.612 6.301 0.094
H 2.142 4.983 -0.655
H 2.629 6.697 -0.784
H 3.770 5.871 1.315
H 2.322 5.080 1.769
H 2.705 8.076 1.611
H 2.311 7.276 3.110
H 0.183 6.964 -0.657
H 0.068 5.359 0.162
C -5.947 -5.420 -2.535
C -5.500 -5.720 -1.087
C -3.933 -5.856 -1.121
S -3.351 -4.787 -2.512
O -2.773 -5.696 -3.504
O -2.446 -3.784 -1.987
C -5.059 -4.288 -3.049
H -7.028 -5.309 -2.627
H -5.701 -6.317 -3.104
H -5.918 -6.608 -0.613
H -5.817 -4.887 -0.458
H -3.595 -6.877 -1.305
H -3.431 -5.539 -0.207
H -5.117 -4.241 -4.137
H -5.335 -3.360 -2.549
C -5.957 1.905 2.692
C -4.665 2.685 2.967
C -3.592 1.947 2.182
S -4.032 0.123 2.370
O -3.248 -0.420 3.448
O -4.108 -0.621 1.096
C -5.742 0.384 3.014
H -6.139 2.014 1.623
H -6.800 2.259 3.286
H -4.344 2.625 4.007
H -4.781 3.722 2.651
H -2.584 2.055 2.583
H -3.591 2.105 1.104
H -5.726 0.272 4.098
H -6.413 -0.394 2.651
C 3.425 -3.935 3.812
C 2.670 -3.459 5.027
C 1.166 -3.180 4.578
S 0.835 -4.377 3.147
O 0.665 -3.670 1.867
O -0.077 -5.446 3.600
C 2.558 -5.038 3.134
H 4.447 -4.170 4.108
H 3.520 -3.071 3.155
H 3.081 -2.614 5.580
H 2.746 -4.251 5.771
H 1.052 -2.190 4.136
H 0.388 -3.292 5.333
H 2.864 -5.438 2.167
H 2.581 -5.864 3.845
C 0.502 2.530 -6.675
C -0.475 3.336 -5.795
C -0.980 2.410 -4.605
S -0.916 0.628 -5.224
O -2.276 0.139 -5.542
O -0.062 -0.137 -4.300
C -0.024 1.042 -6.797
H 1.453 2.420 -6.155
H 0.629 2.953 -7.672
H -1.320 3.682 -6.391
H -0.023 4.225 -5.353
H -1.918 2.639 -4.099
H -0.293 2.499 -3.763
H -0.764 1.033 -7.597
H 0.673 0.280 -7.146
```

Results
LUMO energy ... -0.0550 Eh
Orbital gap ... 8.10 eV
Energy ... -3976.7636 hartree
Charge ... 0
Multiplicity ... 1
Energy above the lowest of the compared OMol25 structures with the same formula, charge and spin ... 156.5 kcal/mol

Löwdin atomic charge list, values in e, 8 entries: 1.2017 -0.3672 -0.0706 -0.0412 -0.0892 -0.0730 -0.3695 -0.0703

=====

This record from the OMol25 dataset describes a cluster of 2 separate species, C3H3NS2 in total in a non-equilibrium geometry. The level of theory is ωB97M-V/def2-TZVPD.

Structure (XYZ):
```
9
C3H3NS2 ωB97M-V/def2-TZVPD
C 1.241 -0.596 0.797
C 1.161 0.363 -0.036
C -2.295 -0.272 -0.070
N 1.057 1.316 -0.747
S -2.419 -1.744 -0.579
S -2.197 1.263 0.300
H 2.275 -0.869 0.860
H 0.294 -0.863 1.203
H 0.883 1.402 -1.727
```

Results
LUMO energy ... -0.0086 Eh
Orbital gap ... 8.59 eV
Energy ... -967.1722 hartree
Charge ... 0
Multiplicity ... 1
Energy above the lowest of the compared OMol25 structures with the same formula, charge and spin ... 27.5 kcal/mol

Löwdin atomic charge list, values in e, 8 entries: -0.0111 -0.3583 -1.3914 0.1569 0.7169 0.7112 0.0632 0.0389

=====

This record from the OMol25 dataset describes a structure of composition C26H34F18N2O30S4V in a non-equilibrium geometry. The level of theory is ωB97M-V/def2-TZVPD.

Structure (XYZ):
```
115
C26H34F18N2O30S4V ωB97M-V/def2-TZVPD
V -3.763 -1.092 -0.607
C -8.953 -0.771 -0.889
F -10.151 -1.291 -1.003
F -9.010 0.565 -1.037
F -8.425 -1.033 0.332
S -7.714 -1.556 -2.211
O -7.267 -2.772 -1.587
O -8.370 -1.679 -3.500
N -6.406 -0.433 -2.108
S -6.751 0.678 -3.127
O -8.154 0.933 -3.506
O -6.111 1.910 -2.637
C -5.785 0.255 -4.737
F -4.504 0.204 -4.390
F -6.128 -0.955 -5.174
F -6.121 1.221 -5.610
C 0.330 2.039 0.993
F 1.619 1.968 0.822
F -0.011 1.407 2.074
F -0.083 3.286 0.955
S -0.456 1.177 -0.585
O -1.750 1.735 -0.794
O 0.481 1.472 -1.610
N -0.751 -0.587 -0.311
S 0.689 -1.134 -0.618
O 0.908 -1.348 -2.077
O 1.794 -0.516 0.100
C 0.600 -2.906 0.174
F -0.537 -3.494 -0.352
F 1.732 -3.573 -0.152
F 0.503 -2.770 1.493
C 1.484 2.268 8.763
C 2.420 2.677 7.605
O 1.761 2.122 6.462
C 0.883 1.167 6.869
O 0.121 0.459 6.177
O 0.866 1.123 8.169
F 3.669 2.097 7.668
H 0.753 3.068 8.881
H 1.996 2.060 9.702
H 2.573 3.750 7.489
C 6.354 1.227 -1.263
C 6.632 1.186 -2.753
O 5.428 1.809 -3.235
C 4.993 2.685 -2.389
O 4.169 3.526 -2.589
O 5.628 2.456 -1.180
F 6.628 -0.059 -3.242
H 7.324 1.247 -0.767
H 5.732 0.412 -0.892
H 7.544 1.670 -3.102
C 5.500 -8.028 0.934
C 6.592 -8.623 1.788
O 6.469 -9.996 1.666
C 5.172 -10.198 1.630
O 4.650 -11.298 1.858
O 4.526 -9.037 1.200
F 6.549 -8.168 3.040
H 5.838 -8.078 -0.101
H 5.127 -7.039 1.198
H 7.542 -8.207 1.453
C -2.871 6.549 -2.066
C -2.096 6.181 -3.272
O -1.974 7.525 -3.977
C -3.024 8.227 -3.557
O -3.391 9.321 -3.956
O -3.663 7.600 -2.551
F -2.790 5.407 -4.150
H -2.228 6.841 -1.235
H -3.466 5.703 -1.722
H -1.152 5.686 -3.044
C 1.612 0.262 -6.763
C 1.149 1.580 -7.287
O 2.384 2.138 -7.667
C 3.252 1.226 -7.947
O 4.341 1.426 -8.482
O 2.863 0.036 -7.508
F 0.506 2.352 -6.405
H 0.975 -0.615 -6.875
H 1.827 0.303 -5.695
H 0.497 1.440 -8.150
C 3.945 -1.381 4.009
C 5.233 -0.707 4.434
O 6.128 -0.945 3.336
C 5.742 -2.050 2.703
O 6.272 -2.643 1.773
O 4.493 -2.376 3.168
F 5.557 -1.278 5.610
H 3.271 -0.730 3.452
H 3.391 -1.841 4.828
H 4.959 0.344 4.525
C -4.090 0.549 3.003
O -4.524 0.721 1.676
H -3.266 -0.154 3.128
H -3.698 1.502 3.358
H -4.944 0.338 3.646
H -5.143 1.454 1.640
C -5.327 -4.021 2.094
O -4.157 -3.464 1.416
H -5.402 -5.050 1.744
H -5.212 -4.149 3.171
H -6.254 -3.493 1.871
H -3.401 -3.926 1.787
C 1.207 6.245 4.245
O 1.773 6.727 5.421
H 0.691 7.138 3.891
H 1.918 6.113 3.429
H 0.654 5.337 4.484
H 2.092 7.626 5.315
C -3.718 -4.322 -3.259
O -3.241 -3.026 -3.198
H -3.861 -4.775 -2.278
H -4.646 -4.332 -3.830
H -2.878 -4.888 -3.662
H -2.693 -2.948 -3.983
```

Results
LUMO energy (spin up / spin down) ... -0.1736 / -0.1290 Eh
Orbital gap (spin up / spin down) ... 5.71 / 6.93 eV
⟨S²⟩ ... 3.753
Energy ... -7711.8246 hartree
Charge ... 0
Multiplicity ... 4

Löwdin atomic charge list, values in e, 8 entries: 1.4335 -0.6101 0.1759 0.1198 0.0987 0.6572 -0.3343 -0.2817

=====

This record from the OMol25 dataset describes an isolated molecule of C3H7NO2 in a non-equilibrium geometry. The level of theory is ωB97M-V/def2-TZVPD.

Structure (XYZ):
```
13
C3H7NO2 ωB97M-V/def2-TZVPD
H -0.124 1.066 1.063
N 0.407 1.691 0.446
C 1.370 0.956 0.011
O 1.365 -0.309 -0.377
C 0.144 -1.087 -0.558
C -1.052 -0.578 0.249
O -1.648 0.473 -0.433
H 2.390 1.334 0.047
H 0.443 -2.099 -0.287
H -0.090 -1.045 -1.631
H -0.659 -0.231 1.241
H -1.702 -1.404 0.570
H -0.844 1.232 -0.340
```

Results
LUMO energy ... 0.0306 Eh
Orbital gap ... 10.58 eV
Energy ... -323.6480 hartree
Charge ... 0
Multiplicity ... 1
SMILES ... [H]/N=C\OCCO
Energy above the lowest of the compared OMol25 structures with the same formula, charge and spin ... 83.4 kcal/mol

Löwdin atomic charge list, values in e, 8 entries: 0.0441 0.0504 -0.2630 -0.0273 -0.1056 -0.3072 -0.1239 0.1326

=====

This record from the OMol25 dataset describes an isolated molecule of C10H7F3S2 in a non-equilibrium geometry. The level of theory is ωB97M-V/def2-TZVPD.

Structure (XYZ):
```
22
C10H7F3S2 ωB97M-V/def2-TZVPD
F 2.089 0.487 1.605
C 2.456 1.002 0.371
F 3.786 0.744 0.481
F 2.291 2.298 0.437
C 1.878 0.235 -0.847
S 2.748 0.161 -2.275
C 0.765 -0.838 -0.600
C 1.389 -1.838 0.459
S 2.279 -3.010 -0.156
C -0.556 -0.208 -0.188
C -1.472 -1.006 0.451
C -2.818 -0.534 0.604
C -2.982 0.818 0.339
C -2.033 1.626 -0.276
C -0.836 1.083 -0.656
H 0.773 -1.425 -1.577
H 1.205 -1.925 1.535
H -1.174 -2.025 0.652
H -3.495 -1.170 1.106
H -3.895 1.360 0.444
H -2.273 2.529 -0.684
H -0.125 1.637 -1.224
```

Results
LUMO energy ... -0.0580 Eh
Orbital gap ... 7.41 eV
Energy ... -1481.1470 hartree
Charge ... 0
Multiplicity ... 1
SMILES ... FC(F)(F)C(=S)[C@@H](C=S)c1ccccc1

Löwdin atomic charge list, values in e, 8 entries: 0.0889 -0.6224 0.0891 0.1803 -0.5777 0.8188 -0.3520 -0.6211

=====

This record from the OMol25 dataset describes a structure of composition C32H74CdN4O16 in a non-equilibrium geometry. The level of theory is ωB97M-V/def2-TZVPD.

Structure (XYZ):
```
127
C32H74CdN4O16 ωB97M-V/def2-TZVPD
O -5.247 0.232 0.366
H -5.624 0.402 -0.500
H -4.411 -0.220 0.232
H -5.774 -0.410 0.847
Cd -3.258 -3.098 -0.774
C -8.789 -2.469 0.866
C -9.234 -3.407 -0.013
C -8.314 -4.337 -0.798
O -8.657 -5.303 -1.653
C -6.932 -4.284 -0.660
C -6.348 -3.242 0.247
C -7.350 -2.228 0.989
O -6.946 -1.138 1.506
O -5.133 -2.932 0.157
O -10.503 -3.653 0.098
H -9.389 -1.774 1.435
H -6.263 -5.017 -1.086
C -0.409 -0.671 0.243
C -1.842 -0.212 0.214
O -2.825 -1.137 -0.217
H 0.034 0.183 0.755
H -0.054 -0.931 -0.754
H -0.166 -1.451 0.965
H -1.817 0.741 -0.315
H -2.119 -0.016 1.250
O 1.196 -3.198 -1.760
H 1.878 -2.947 -1.137
H 1.201 -4.155 -1.748
O -1.448 -3.381 -1.892
H -0.657 -2.860 -1.749
H -1.545 -3.413 -2.844
C -1.791 -2.574 -8.165
O -2.210 -1.328 -7.654
C -3.350 -1.404 -6.897
C -3.311 -0.317 -5.886
N -2.042 -0.476 -5.103
C -2.107 0.679 -4.240
C -0.869 0.745 -3.360
O 0.320 1.212 -3.996
C 1.144 0.419 -4.752
H -1.872 -3.303 -7.359
H -0.759 -2.476 -8.500
H -2.499 -2.865 -8.941
H -3.401 -2.337 -6.335
H -4.247 -1.324 -7.512
H -4.195 -0.227 -5.255
H -3.369 0.642 -6.401
H -1.357 -0.266 -5.815
H -2.935 0.699 -3.532
H -2.271 1.582 -4.828
H -0.803 -0.223 -2.863
H -1.270 1.410 -2.595
H 1.781 -0.129 -4.057
H 1.960 1.007 -5.174
H 0.648 -0.164 -5.529
C 3.500 -0.020 1.271
O 4.470 -1.038 1.211
C 5.707 -0.588 0.768
C 6.925 -1.317 1.356
N 7.254 -1.049 2.737
C 8.387 -1.876 3.112
C 8.451 -1.777 4.715
O 7.308 -2.412 5.198
C 7.213 -2.818 6.422
H 3.405 0.484 0.309
H 3.740 0.638 2.107
H 2.476 -0.353 1.440
H 5.908 0.471 0.932
H 5.675 -0.671 -0.318
H 7.799 -0.896 0.859
H 6.883 -2.371 1.083
H 6.486 -1.232 3.367
H 9.372 -1.705 2.679
H 8.198 -2.946 3.019
H 8.345 -0.730 4.997
H 9.407 -2.186 5.042
H 6.433 -3.580 6.440
H 6.994 -2.048 7.162
H 8.154 -3.259 6.750
C 3.960 1.995 -2.460
O 3.217 3.003 -1.823
C 2.039 3.364 -2.600
C 1.449 4.699 -2.124
N 1.265 4.584 -0.645
C 0.134 3.795 -0.112
C -1.225 3.991 -0.842
O -1.661 5.337 -0.755
C -2.798 5.570 -1.450
H 3.517 1.014 -2.291
H 4.993 1.873 -2.134
H 4.061 1.988 -3.545
H 1.287 2.623 -2.330
H 2.153 3.466 -3.679
H 0.594 4.873 -2.777
H 2.081 5.571 -2.295
H 2.078 4.007 -0.482
H 0.094 4.109 0.932
H 0.451 2.756 -0.021
H -1.941 3.252 -0.484
H -1.167 3.850 -1.921
H -2.640 5.397 -2.515
H -3.095 6.606 -1.285
H -3.673 5.036 -1.079
C 0.576 4.848 4.151
O 0.388 3.544 4.567
C 1.219 2.533 3.900
C 0.429 1.172 3.958
N -0.185 0.865 5.232
C -1.089 -0.208 5.170
C -0.669 -1.407 4.222
O -1.643 -2.438 4.208
C -2.032 -2.996 5.468
H 0.971 5.003 3.147
H 0.972 5.573 4.861
H -0.387 5.255 3.844
H 2.134 2.583 4.490
H 1.345 2.750 2.840
H 1.078 0.413 3.520
H -0.409 1.376 3.292
H -0.670 1.723 5.451
H -2.091 0.180 4.986
H -1.213 -0.494 6.214
H 0.322 -1.822 4.407
H -0.705 -1.099 3.177
H -2.645 -2.296 6.035
H -1.148 -3.312 6.022
H -2.659 -3.884 5.375
```

Results
LUMO energy ... -0.0699 Eh
Orbital gap ... 4.56 eV
Energy ... -2853.7046 hartree
Charge ... 0
Multiplicity ... 1

Löwdin atomic charge list, values in e, 8 entries: 0.2875 0.1663 0.0707 0.0220 1.4518 -0.0119 -0.3582 -0.3001